Entry 1:
A cluster of 2 separate species, C6H11P in total at a distorted geometry, computed with ωB97M-V/def2-TZVPD.

XYZ file:
```
18
Properties=species:S:1:pos:R:3
P 1.258 2.244 -3.192
C 0.280 0.468 1.116
C 0.484 -0.992 -0.576
C -0.656 -0.399 0.324
C 1.446 0.019 0.170
C -2.006 -0.022 -0.288
C -0.298 -0.687 1.759
H -1.782 0.859 -0.964
H 0.258 1.508 1.442
H -2.452 -0.731 -0.826
H -2.653 0.335 0.585
H -1.280 -0.647 2.340
H 0.751 -2.026 -0.359
H 2.201 -0.528 0.677
H 1.828 0.823 -0.651
H 0.418 -1.433 1.986
H 0.388 -0.759 -1.640
H 1.814 1.969 -1.904
```

For the HOMO energy (spin up / spin down), the calculation gives -8.958 / -8.966 eV. The strongest force on any atom is 6.131 eV/Å. Its relative energy (zero: lowest compared OMol25 entry of this formula, charge and spin) is 4.440 eV. As for the total energy: -576.3545 Ha. Its total charge is 0. The gap between HOMO and LUMO (spin up / spin down) is 7.38 / 7.36 eV. Its multiplicity is 1.

---

Entry 2:
A cluster of 2 separate species, C4H9N2O in total at a distorted geometry, computed with ωB97M-V/def2-TZVPD.

XYZ file:
```
16
Properties=species:S:1:pos:R:3
O 1.229 -1.848 -2.037
N -0.197 -0.593 0.103
N -1.299 1.160 -0.496
C 1.146 0.250 2.041
C -0.842 0.004 -0.891
C -0.003 0.316 1.137
C -0.732 1.448 0.777
H -1.863 1.762 -1.084
H 2.082 -2.250 -2.223
H -1.248 2.162 1.415
H -0.708 -0.311 -1.926
H 1.361 1.163 2.577
H 0.777 -1.771 -2.882
H 2.069 -0.143 1.515
H 1.051 -0.533 2.814
H -0.061 -1.595 0.160
```

For the HOMO energy, the calculation gives -13.795 eV. The strongest force on any atom is 2.952 eV/Å. Its relative energy (zero: lowest compared OMol25 entry of this formula, charge and spin) is 1.149 eV. As for the total energy: -342.3150 Ha. Its total charge is +1. The gap between HOMO and LUMO is 10.47 eV. Its multiplicity is 1.

---

Entry 3:
A cluster of 8 separate species, C38H96N2O28P6 in total at a distorted geometry, computed with ωB97M-V/def2-TZVPD.

XYZ file:
```
170
Properties=species:S:1:pos:R:3
P 0.563 -4.124 -4.497
P -0.906 0.704 4.285
P -4.701 -2.282 1.735
P 2.831 4.461 2.124
P 5.011 -0.681 -1.500
P -3.595 3.139 -3.256
O 2.955 3.297 2.990
O -3.498 -3.145 1.156
O 3.707 4.333 0.800
O -3.751 1.742 -2.783
O -3.542 3.267 -4.813
O 4.218 -0.421 -2.806
O -4.665 -0.989 0.886
O 4.946 0.337 -0.430
O -3.992 -1.891 3.109
O 1.356 4.761 1.577
O -4.694 4.168 -2.756
O -0.818 -0.866 4.562
O 0.334 0.479 -0.538
O -0.226 1.029 3.023
O 1.672 -4.261 -5.522
O -2.325 3.919 -2.713
O -0.374 1.386 5.637
O -6.020 -2.931 1.772
O -2.477 1.058 4.359
O -0.022 -1.636 -0.268
O 0.980 -4.662 -3.076
O -0.747 -4.880 -4.844
O 4.559 -2.131 -1.027
O 1.569 -2.134 2.634
O 6.534 -0.777 -2.044
O 3.098 5.866 2.676
O 0.068 -2.588 -4.259
O 2.630 -1.898 4.474
N -0.337 -0.427 -0.165
N 2.298 -1.555 3.348
C -0.780 -2.443 -3.105
C -1.046 3.303 -2.621
C -5.489 -2.075 -1.104
C -4.481 2.509 4.229
C 1.109 1.384 5.732
C -3.803 2.009 -5.573
C 4.860 -3.871 0.705
C 0.579 3.569 1.129
C 2.864 -0.139 -2.883
C -0.433 2.932 -3.950
C 4.721 7.585 2.195
C 2.984 -0.386 2.813
C -1.590 -0.073 0.565
C -1.500 -1.197 -3.399
C 2.269 -4.312 -2.461
C -1.251 -7.290 -4.886
C -1.376 -1.608 5.657
C -5.183 4.114 -1.385
C 3.376 -5.042 -3.125
C 7.002 -1.915 -2.747
C 5.731 3.595 -0.434
C 4.322 -2.474 0.363
C -5.799 -2.155 4.800
C -4.261 4.993 -0.480
C -0.801 -6.063 -5.701
C -1.805 -4.810 0.914
C -4.857 -1.278 4.061
C 1.680 1.523 7.134
C -0.919 3.876 1.257
C -2.947 2.434 4.148
C 6.811 -1.930 -4.254
C -3.208 2.346 -6.938
C 2.696 1.364 -2.631
C -3.204 -4.544 1.475
C -0.263 -2.323 6.427
C -5.672 -0.883 -0.177
C 4.665 3.220 0.623
C 3.331 7.094 1.910
H 8.067 -1.975 -2.554
H 1.500 2.468 7.548
H 5.234 2.949 1.513
H -1.124 -4.166 1.437
H 6.211 4.472 0.042
H 2.474 -0.114 1.926
H 7.332 -2.773 -4.719
H -6.175 -1.602 5.625
H -1.520 -5.831 1.121
H -0.242 -2.444 -2.142
H 4.487 -4.610 -0.036
H 2.495 7.818 2.072
H -2.157 -0.929 0.837
H -0.801 -0.356 -3.401
H 4.835 7.968 3.206
H 3.278 1.553 -1.744
H 7.128 -1.089 -4.874
H 3.261 -2.516 0.478
H 4.337 -4.531 -2.960
H -5.633 -3.034 -0.582
H -4.186 -0.665 4.642
H -0.984 4.876 1.719
H -2.458 3.126 4.829
H -1.768 -4.656 -0.104
H 2.275 -0.643 -2.130
H 2.463 -3.249 -2.369
H -3.400 1.153 -5.013
H -5.103 -2.930 5.197
H -1.149 -8.209 -5.467
H 3.212 -4.916 -4.272
H 2.555 -0.560 -3.861
H -2.207 0.422 -0.198
H 0.642 2.736 -3.825
H -5.519 -0.581 3.516
H 3.224 1.876 -3.493
H -6.620 -2.602 4.226
H -6.178 4.615 -1.454
H 1.665 1.680 -2.550
H 2.214 -4.664 -1.437
H -4.898 2.278 5.180
H 0.029 -3.262 6.009
H -1.583 -5.844 -6.430
H 4.203 2.269 0.326
H -4.894 1.703 -5.512
H -1.446 -3.290 -3.063
H -4.678 3.602 4.020
H -4.825 1.846 3.430
H -4.473 4.948 0.580
H -3.231 1.497 -7.603
H 4.843 8.361 1.414
H -5.221 3.119 -1.030
H 0.868 2.635 1.689
H -0.532 -7.328 -4.098
H 2.778 1.412 6.987
H 5.442 6.808 2.144
H -5.492 0.077 -0.589
H 6.006 -3.918 0.601
H -0.838 1.973 -4.181
H -0.544 -2.461 7.404
H 5.437 3.737 -1.531
H 1.376 0.763 7.806
H -4.434 6.042 -0.836
H -4.432 -2.074 -1.459
H 1.451 2.147 5.005
H 4.744 -1.699 1.021
H 3.343 6.816 0.843
H 4.064 -0.498 2.671
H -6.129 -2.037 -1.969
H -3.241 4.646 -0.611
H 5.752 -1.979 -4.550
H -1.317 3.175 1.950
H -3.760 3.176 -7.390
H -1.996 -1.234 -4.386
H 0.868 3.351 0.130
H -1.478 3.839 0.298
H -2.166 -2.196 5.265
H 6.537 -2.827 -2.357
H -2.250 -0.966 -2.613
H 2.775 0.470 3.447
H 6.462 2.800 -0.281
H -6.644 -0.905 0.272
H 0.620 -1.753 6.477
H -3.093 -4.666 2.575
H -2.101 2.535 -6.927
H -0.593 3.747 -4.664
H -3.947 -5.159 1.064
H -1.424 0.498 1.508
H -1.856 -0.862 6.288
H 1.453 0.456 5.315
H 0.157 -6.205 -6.122
H -2.158 -7.188 -4.322
H -0.401 4.089 -2.034
H 4.504 -4.176 1.704
H -1.098 2.409 -1.990
H -2.611 2.640 3.144
H 3.439 -6.104 -2.905
```

For the HOMO energy, the calculation gives -9.954 eV. The strongest force on any atom is 3.887 eV/Å. Its relative energy (zero: lowest compared OMol25 entry of this formula, charge and spin) is 1.435 eV. As for the total energy: -5770.2195 Ha. Its total charge is 0. As for the SMILES: CCOP(=O)(OCC)OCC.CCOP(=O)(OCC)OCC.CCOP(=O)(OCC)OCC.CCOP(=O)(OCC)OCC.CCOP(=O)(OCC)OCC.CCOP(=O)(OCC)OCC.C[N+](=O)[O-].C[N+](=O)[O-]. The gap between HOMO and LUMO is 10.46 eV. Its multiplicity is 1.

---

Entry 4:
The molecule C5H10O2, computed with ωB97M-V/def2-TZVPD.

XYZ file:
```
17
Properties=species:S:1:pos:R:3
O 1.935 -2.435 -0.855
O 0.737 -0.351 0.247
C -0.949 1.345 0.133
C -1.428 2.411 1.008
C 0.537 -2.458 -0.685
C 0.484 1.031 0.278
C -0.012 -1.054 -0.737
H -0.703 3.010 1.579
H 0.148 -0.587 -1.720
H 0.099 -3.063 -1.484
H -2.204 3.015 0.534
H 2.224 -1.684 -0.315
H -1.983 1.775 1.731
H 0.255 -2.903 0.283
H -1.085 -1.018 -0.523
H 1.031 1.431 1.148
H 0.914 1.536 -0.624
```

For the HOMO energy, the calculation gives -8.646 eV. The strongest force on any atom is 0.376 eV/Å. Its relative energy (zero: lowest compared OMol25 entry of this formula, charge and spin) is 5.310 eV. As for the total energy: -346.8303 Ha. Its total charge is 0. The gap between HOMO and LUMO is 8.54 eV. Its multiplicity is 1.

---

Entry 5:
A structure of composition C37H32BrF4IN7O2PZr at a distorted geometry, computed with ωB97M-V/def2-TZVPD.

XYZ file:
```
86
Properties=species:S:1:pos:R:3
I -2.708 1.390 -1.327
Zr -0.208 0.403 -1.075
Br -0.184 -2.254 -2.734
P -1.841 -1.758 0.105
F -0.490 -6.735 1.239
F 0.923 -7.006 -1.074
F 0.987 -5.078 -2.795
F -1.846 -4.483 1.676
O 4.498 -0.765 1.909
O 0.445 0.164 0.795
N 2.510 -0.443 0.071
N 0.920 4.949 -1.522
N 2.477 4.172 0.145
N 1.937 -0.230 -1.102
N 0.637 0.546 -3.163
N 0.602 2.673 -0.677
N 0.249 4.622 0.758
C 3.975 0.107 4.053
C 2.619 -0.289 -2.162
C 2.074 2.813 -0.149
C -1.021 -4.493 0.701
C 0.431 -5.828 -0.750
C 1.686 -0.096 1.094
C -0.276 3.303 0.423
C 1.644 0.359 -5.672
C -2.860 -0.768 2.504
C 2.303 4.991 -1.063
C 2.184 -0.010 2.439
C -4.509 -2.651 0.165
C -0.345 -5.733 0.389
C -0.234 -3.538 -1.379
C -5.591 -3.156 -0.490
C -5.661 -3.033 -1.891
C 3.562 -0.317 2.763
C -4.697 -2.459 -2.609
C 1.895 0.120 -3.359
C -1.848 -1.471 1.895
C 0.499 3.650 -1.840
C 2.472 0.055 -4.618
C 1.683 0.713 4.641
C 0.350 -4.802 -1.656
C 1.598 4.598 1.215
C -2.980 -0.705 3.860
C 0.080 5.489 -0.419
C -1.981 -1.313 4.663
C -0.147 0.846 -4.180
C 0.353 0.766 -5.495
C 1.280 0.423 3.399
C -0.899 -3.344 -0.157
C -0.873 -2.068 2.681
C -3.540 -1.955 -1.948
C -3.459 -2.074 -0.580
C -0.927 -2.014 4.056
C 3.011 0.533 4.943
H -3.789 -0.155 4.326
H 5.054 0.067 4.308
H 0.259 0.446 2.943
H 2.219 2.261 0.696
H -0.115 2.626 1.257
H 3.299 0.894 5.940
H -2.029 -1.157 5.743
H 3.478 -0.188 -4.744
H 2.058 0.346 -6.642
H -3.672 -0.277 1.914
H 1.964 5.560 1.550
H 0.996 1.106 5.409
H 1.733 3.869 2.011
H 0.425 6.545 -0.195
H 4.080 -0.934 1.045
H -0.332 1.088 -6.355
H -4.455 -2.698 1.234
H -6.433 -3.531 0.130
H -4.759 -2.299 -3.685
H 2.903 4.754 -1.927
H -0.113 -2.658 2.240
H -0.914 5.533 -0.772
H -0.558 3.647 -2.210
H 2.407 6.070 -0.817
H 3.665 -0.519 -2.148
H 1.184 3.292 -2.672
H -0.225 -2.613 4.571
H -6.567 -3.455 -2.355
H 2.728 2.506 -0.947
H -2.811 -1.589 -2.539
H -1.257 3.519 0.010
H -1.184 1.127 -4.016
```

For the HOMO energy (spin up / spin down), the calculation gives -13.474 / -13.474 eV. The strongest force on any atom is 4.221 eV/Å. Its relative energy (zero: lowest compared OMol25 entry of this formula, charge and spin) is 0.387 eV. As for the total energy: -5622.0341 Ha. Its total charge is +2. The gap between HOMO and LUMO (spin up / spin down) is 6.24 / 6.24 eV. Its multiplicity is 1.

---

Entry 6:
A structure of composition C15H25N5O5Y at a distorted geometry, computed with ωB97M-V/def2-TZVPD.

XYZ file:
```
51
Properties=species:S:1:pos:R:3
Y 0.914 -0.035 -0.115
O 2.498 -2.995 0.074
O 0.717 -1.483 1.456
O 2.559 0.959 -1.598
O -0.779 -0.094 -2.904
O -1.517 -2.454 2.688
N 0.155 -0.823 -2.127
N -0.382 1.978 -0.814
N -0.370 0.908 1.805
N 1.150 2.434 0.880
N 1.953 -2.082 -0.915
C 0.052 4.311 -0.292
C -1.236 0.549 2.780
C 0.288 2.945 -0.150
C -2.034 3.646 -1.286
C 0.598 -1.920 -2.781
C 1.608 -2.645 -2.086
C -0.198 2.050 4.347
C -1.145 1.054 4.074
C 0.588 2.537 3.304
C 0.440 1.940 2.055
C 2.089 -3.962 -2.574
C -1.143 4.663 -0.925
C -0.016 -2.308 -4.073
C -1.656 2.315 -1.163
C -2.794 -2.561 2.108
H 1.233 -4.558 -2.917
H 1.292 -2.276 1.341
H 3.537 0.971 -1.545
H -0.082 -1.746 2.008
H 2.758 -3.832 -3.434
H -2.607 -2.823 1.059
H -2.056 -0.079 2.428
H -0.480 -3.302 -3.991
H -1.400 5.707 -1.081
H 0.746 5.024 0.158
H -2.368 1.491 -1.293
H -1.806 0.653 4.865
H 0.721 -2.340 -4.889
H -3.337 -1.594 2.157
H 2.617 -4.539 -1.808
H -3.025 3.870 -1.687
H 3.463 -2.996 -0.080
H -1.611 -2.490 3.655
H -0.781 -1.564 -4.304
H -1.025 0.701 -2.385
H 2.311 1.112 -2.530
H 1.793 3.175 1.163
H 1.237 3.410 3.380
H -0.065 2.431 5.354
H -3.401 -3.333 2.606
```

For the HOMO energy (spin up / spin down), the calculation gives -6.568 / -6.498 eV. The strongest force on any atom is 4.074 eV/Å. As for the total energy: -1274.5996 Ha. Its total charge is +1. The gap between HOMO and LUMO (spin up / spin down) is 3.17 / 3.07 eV. Its multiplicity is 1.

---

Entry 7:
The molecule CH3NO at a distorted geometry, computed with ωB97M-V/def2-TZVPD.

XYZ file:
```
6
Properties=species:S:1:pos:R:3
O -0.402 0.399 -1.209
N 0.030 0.542 0.047
C 0.281 -0.469 0.692
H 0.217 -1.402 0.135
H -0.856 1.250 -1.380
H 0.730 -0.321 1.716
```

For the HOMO energy, the calculation gives -9.969 eV. The strongest force on any atom is 4.078 eV/Å. Its relative energy (zero: lowest compared OMol25 entry of this formula, charge and spin) is 2.525 eV. As for the total energy: -169.8148 Ha. Its total charge is 0. As for the SMILES: C=NO. The gap between HOMO and LUMO is 11.09 eV. Its multiplicity is 1.

---

Entry 8:
The molecule C4H7NO2 at a distorted geometry, computed with ωB97M-V/def2-TZVPD.

XYZ file:
```
14
Properties=species:S:1:pos:R:3
O 1.725 0.626 -0.556
O 0.163 -1.968 -1.494
N -0.896 -1.635 -0.603
C 0.357 0.707 -0.349
C -0.072 1.369 0.960
C -0.958 0.178 1.204
C -0.441 -0.599 0.102
H 0.351 -0.967 0.849
H -1.883 0.106 1.770
H 1.864 0.023 -1.298
H 0.724 1.555 1.687
H -0.136 -2.810 -1.854
H -0.612 2.309 0.796
H -0.186 1.105 -1.213
```

For the HOMO energy (spin up / spin down), the calculation gives -7.423 / -8.604 eV. The strongest force on any atom is 3.264 eV/Å. Its relative energy (zero: lowest compared OMol25 entry of this formula, charge and spin) is 6.730 eV. As for the total energy: -361.6335 Ha. Its total charge is 0. The gap between HOMO and LUMO (spin up / spin down) is 7.30 / 9.20 eV. Its multiplicity is 1.

---

Entry 9:
A structure of composition C23H17CdCl5N2O3 at a distorted geometry, computed with ωB97M-V/def2-TZVPD.

XYZ file:
```
51
Properties=species:S:1:pos:R:3
Cd -0.036 0.028 0.252
Cl -0.040 -3.025 -1.644
Cl -1.173 -0.653 -6.368
Cl -1.555 2.478 -1.743
Cl -1.552 2.092 -4.916
Cl -0.487 -3.216 -4.713
O -0.511 2.383 -0.672
O 2.055 1.095 0.130
O -1.168 1.379 1.784
N 1.751 -1.591 0.802
N -0.337 -1.134 2.547
C 5.020 1.256 -1.901
C -3.569 -0.259 3.984
C 3.870 1.628 -1.261
C -1.002 -0.558 -4.639
C -4.573 0.677 4.023
C -4.408 1.857 3.264
C 3.081 0.702 -0.491
C -3.284 2.080 2.520
C -3.010 2.344 -1.693
C -2.408 -0.080 3.215
C -0.515 -1.567 -2.516
C 0.635 -2.164 2.854
C -2.207 1.125 2.453
C 2.903 -1.688 0.267
C -1.180 0.646 -3.964
C -0.683 -1.690 -3.900
C -1.118 0.699 -2.597
C 4.774 -0.984 -1.123
C -0.701 -0.386 -1.821
C 3.579 -0.651 -0.468
C 5.505 -0.066 -1.839
C -1.388 -1.089 3.271
C 1.235 -2.701 1.564
H 1.436 -1.718 3.454
H -3.164 2.975 1.922
H -1.460 4.137 -1.620
H -3.661 -1.177 4.561
H 3.494 2.643 -1.318
H 0.434 -3.182 0.993
H -1.541 -1.868 4.039
H -1.179 2.880 -2.923
H -5.196 2.604 3.268
H -5.466 0.517 4.615
H 2.006 -3.457 1.777
H 0.193 -2.988 3.437
H -3.967 2.666 -1.363
H 5.118 -2.014 -1.057
H 6.419 -0.349 -2.346
H 3.464 -2.633 0.373
H 5.569 1.996 -2.476
```

For the HOMO energy, the calculation gives -0.532 eV. The strongest force on any atom is 2.607 eV/Å. Its relative energy (zero: lowest compared OMol25 entry of this formula, charge and spin) is 14.144 eV. As for the total energy: -3690.1059 Ha. Its total charge is -2. The gap between HOMO and LUMO is 4.92 eV. Its multiplicity is 1.

---

Entry 10:
The molecule C12H14N6O3 at a distorted geometry, computed with ωB97M-V/def2-TZVPD.

XYZ file:
```
35
Properties=species:S:1:pos:R:3
O 1.553 1.240 2.499
O -0.336 2.973 2.846
O -0.903 4.440 0.035
N 0.221 -0.882 -2.311
N 2.029 -2.191 2.910
N 1.171 0.124 -0.591
N -1.170 -1.459 -4.060
N -0.971 -4.117 -0.334
N -1.135 -2.759 -2.299
C 1.286 -2.467 2.028
C -0.838 3.083 0.555
C 0.169 -2.103 -0.381
C 0.304 3.077 1.579
C 0.368 0.890 0.382
C -0.579 1.939 -0.439
C -0.230 -4.091 0.872
C -0.585 -1.749 -2.871
C 0.534 -0.967 -1.038
C -0.636 -2.979 -1.115
C 1.215 1.803 1.217
C 0.441 -2.786 0.908
H 0.313 2.472 3.386
H 0.826 3.989 1.459
H -0.157 -4.979 1.593
H 1.545 0.631 -1.392
H -1.310 -4.955 -0.841
H -1.769 2.784 0.933
H -1.837 -2.166 -4.270
H -1.422 -0.554 -4.108
H -0.888 5.040 0.760
H -1.467 1.473 -0.765
H 2.280 0.577 2.474
H -0.250 0.257 1.000
H 0.055 2.285 -1.330
H 2.175 2.125 0.712
```

For the HOMO energy, the calculation gives -8.395 eV. The strongest force on any atom is 3.836 eV/Å. Its relative energy (zero: lowest compared OMol25 entry of this formula, charge and spin) is 0.000 eV. As for the total energy: -1019.8963 Ha. Its total charge is 0. As for the SMILES: N#Cc1c[nH]c2nc(N)nc(N[C@@H]3C[C@H](O)[C@@H](O)[C@H]3O)c12. The gap between HOMO and LUMO is 8.60 eV. Its multiplicity is 1.